Record 1
Entry from the OMol25 dataset: an isolated molecule of C11H14 (ωB97M-V/def2-TZVPD).

Molecular weight, g/mol: 146.233
Energy, hartree: -427.32005
Total charge: 0
Strongest force on any atom, Eh/bohr: 0.0790
ΔE to the lowest compared entry with this formula, charge and spin, kcal/mol: 101.5

```
25
Properties=species:S:1:pos:R:3:forces:R:3
C 1.535551 1.031596 -0.408172 -0.235 -0.188 0.502
C 2.028790 1.685429 -1.428414 0.165 0.163 -0.238
C -0.762761 1.114974 0.735378 0.008 0.076 0.064
C 0.770939 1.083813 0.844695 -0.201 0.437 -0.044
C 1.378780 -0.235835 0.305431 -3.931 -0.277 -0.698
C -1.217986 -0.181842 0.043539 -0.023 0.402 0.305
C -2.766883 -0.501438 -0.253318 4.040 -0.332 0.300
C -0.040378 -0.894303 -0.158969 -0.227 -0.355 -0.201
C 2.456672 -1.086049 0.887056 -0.007 0.026 0.006
C -3.630272 0.673066 -0.072225 0.311 0.168 -0.255
C 0.019438 -2.228933 -0.809865 -0.150 0.002 0.030
H 2.604761 1.199311 -2.198064 0.132 -0.163 -0.110
H 1.874167 2.746971 -1.539050 -0.059 0.180 0.029
H -1.215739 1.199794 1.727874 -0.012 0.097 -0.026
H -1.055733 1.995537 0.157020 -0.039 0.054 0.088
H 1.199641 1.599548 1.694070 0.199 -0.013 0.017
H 3.218761 -0.445139 1.327975 0.077 -0.020 0.013
H 2.925969 -1.695554 0.115623 0.061 -0.050 0.005
H 2.061402 -1.741270 1.661938 0.013 -0.043 0.045
H -4.105863 0.495633 0.899682 -0.115 -0.052 0.100
H -4.432936 0.628490 -0.810737 -0.127 -0.002 0.129
H -3.178964 1.667849 -0.063518 0.029 0.067 0.059
H 0.672522 -2.898977 -0.252373 0.055 -0.093 0.012
H 0.428672 -2.132694 -1.816526 0.079 -0.036 -0.079
H -0.977518 -2.658143 -0.877490 -0.041 -0.046 -0.052
```
Positions in Å, forces in eV/Å.

Table of natural (NBO) atomic charges, one value per atom, all in e: 0.02, -0.39, -0.44, -0.24, -0.11, -0.22, 0.13, 0.21, -0.61, -0.79, -0.68, 0.20, 0.20, 0.21, 0.21, 0.23, 0.23, 0.22, 0.22, 0.27, 0.25, 0.19, 0.22, 0.23, 0.25

=====

Record 2
Entry from the OMol25 dataset: a structure of composition C11H14BCrF3N6O3S (ωB97M-V/def2-TZVPD).

Molecular weight, g/mol: 430.141
Energy, hartree: -2748.91253
Total charge: 0
2S+1: 5
Strongest force on any atom, Eh/bohr: 0.0702
ΔE to the lowest compared entry with this formula, charge and spin, kcal/mol: 27.0

```
40
Properties=species:S:1:pos:R:3:forces:R:3
H 1.134740 3.512838 0.732273 0.212 -0.276 -0.046
N 0.875867 1.796775 -0.537071 -1.246 0.805 0.194
B -0.014515 0.433340 -2.681618 -0.575 -0.253 -0.156
N 0.472745 1.685016 -1.873269 0.876 1.122 0.387
C 0.656927 2.880150 -2.466524 -0.424 -0.030 1.253
Cr 2.042449 0.646568 0.787735 -3.453 -0.751 -0.735
H 0.561981 3.023310 -3.532149 -0.300 -0.160 0.129
C 0.959341 3.810818 -1.484120 -0.028 0.293 0.074
H 1.122739 4.850910 -1.644536 -0.008 0.454 0.009
C 1.010862 3.123764 -0.271710 0.331 -0.744 -1.626
H 0.236490 0.617416 -3.849575 0.192 0.006 0.206
C -2.169817 -2.754762 3.407558 1.446 -0.198 -1.033
H -1.663833 -3.680138 3.694566 -0.059 0.115 -0.041
H -1.499150 -1.907000 3.554789 -0.064 -0.120 -0.022
H -2.454041 -2.809718 2.353699 0.065 -0.008 0.109
N -1.607103 0.014173 -2.695772 0.232 0.381 2.738
N 1.049851 -0.572343 -2.107707 1.353 -0.598 0.407
N -2.123156 -0.109024 -1.420354 1.093 -0.165 0.421
N 1.521047 -0.718792 -0.791654 -0.545 -1.256 -0.027
C -2.624358 -0.264849 -3.557030 -0.373 -0.312 0.258
C 1.744749 -1.412088 -2.900230 -0.384 -0.302 1.200
H -2.484499 -0.179878 -4.613974 0.016 -0.077 -0.353
H 1.682817 -1.370983 -3.979050 -0.335 -0.082 0.207
C -3.767196 -0.630017 -2.826932 0.653 0.260 -0.458
C 2.494219 -2.253782 -2.092130 0.199 -0.290 -0.018
C -3.379423 -0.517444 -1.481141 1.211 0.508 -0.434
C 2.284802 -1.844064 -0.774474 -0.169 1.067 -1.376
H -4.748467 -0.921886 -3.169850 0.215 0.072 -0.307
H 3.116601 -3.052156 -2.435771 0.139 -0.266 -0.006
H -3.881718 -0.685254 -0.534927 -0.195 -0.004 -0.371
H 2.657511 -2.296722 0.139492 -0.019 0.365 -0.066
H -3.025262 -2.622724 3.990472 -1.399 0.189 0.975
F 1.543629 1.306047 6.112953 0.306 -1.010 -1.485
C 1.811016 0.469925 5.070247 0.195 -0.402 -0.108
F 3.046938 0.747570 4.579334 -0.364 0.077 0.418
F 1.849428 -0.809044 5.534312 -0.185 1.290 -0.339
S 0.555334 0.617426 3.639229 -0.700 -0.094 1.403
O -0.647245 0.370968 4.395594 0.465 0.345 -0.880
O 0.774486 1.957494 3.074722 0.495 -0.954 -0.275
O 0.883213 -0.451850 2.654589 1.131 1.004 -0.222
```
Positions in Å, forces in eV/Å.

Table of natural (NBO) atomic charges, one value per atom, all in e: 0.24, -0.42, 0.61, -0.31, 0.05, 1.53, 0.24, -0.35, 0.24, -0.03, -0.06, -0.85, 0.20, 0.23, 0.21, -0.36, -0.31, -0.30, -0.42, -0.03, 0.04, 0.21, 0.24, -0.36, -0.35, -0.06, -0.03, 0.23, 0.24, 0.21, 0.23, 0.21, -0.31, 0.72, -0.34, -0.32, 2.30, -0.92, -0.99, -1.03

=====

Record 3
Entry from the OMol25 dataset: a structure of composition C11H14BF3N6Pt (ωB97M-V/def2-TZVPD).

Molecular weight, g/mol: 493.159
Energy, hartree: -1199.04203
Total charge: +2
2S+1: 5
Strongest force on any atom, Eh/bohr: 0.0720
ΔE to the lowest compared entry with this formula, charge and spin, kcal/mol: 25.2

```
36
Properties=species:S:1:pos:R:3:forces:R:3
H 0.934958 3.267188 1.390415 0.032 0.296 -0.146
N 0.539015 1.820360 -0.097393 -1.077 0.114 0.708
B 0.048767 0.500116 -2.267977 -0.282 0.252 0.022
N 0.347127 1.793570 -1.467013 1.231 0.503 1.154
C 0.679851 3.021802 -1.905596 -0.126 0.298 0.996
Pt 1.189002 0.487590 1.320182 -1.100 -0.389 -1.607
H 0.752888 3.265080 -2.942698 -0.285 0.023 -0.442
C 0.943870 3.847713 -0.803949 0.144 0.574 -0.015
H 1.208467 4.878498 -0.765059 0.090 0.492 -0.487
C 0.821699 3.088639 0.329851 -0.293 -1.310 -1.662
H 0.243850 0.663121 -3.450193 -0.213 -0.135 0.503
C -2.359787 -2.541508 4.306084 1.735 -3.097 -1.059
H -1.702093 -2.867090 5.137263 -0.428 0.063 -0.594
H -1.746867 -2.330392 3.407877 -0.160 -0.295 0.382
H -3.110595 -3.322576 4.060549 0.571 0.487 0.247
N -1.493073 0.067186 -1.948321 -2.016 -0.482 -2.927
N 1.011967 -0.582547 -1.698109 1.067 -0.322 0.634
N -1.731885 -0.128301 -0.584338 -1.603 -0.464 -0.086
N 1.272939 -0.759040 -0.343909 -0.781 -0.209 0.272
C -2.644436 -0.177829 -2.726004 2.226 0.241 2.318
C 1.865094 -1.399711 -2.351371 -0.727 0.282 0.816
H -2.763780 -0.146311 -3.809535 0.651 0.249 0.338
H 1.991915 -1.375620 -3.412730 -0.210 0.016 -0.422
C -3.679510 -0.555771 -1.800402 2.385 0.766 0.256
C 2.528765 -2.204401 -1.421480 0.508 -0.626 1.017
C -2.972317 -0.483206 -0.492480 -1.060 -0.364 0.956
C 2.107154 -1.822369 -0.167725 -0.270 0.469 -1.368
H -4.702639 -0.795322 -2.007227 -0.280 -0.116 -0.036
H 3.248145 -2.975062 -1.588172 0.250 -0.226 -0.413
H -3.492438 -0.714181 0.461428 0.785 0.266 -0.663
H 2.308777 -2.148492 0.842594 0.263 -0.181 -0.177
H -2.814386 -1.680000 4.563078 -1.707 2.859 0.999
F 2.571035 -0.645299 3.498105 0.073 2.190 -1.466
C 2.547335 0.559046 2.780791 2.608 0.335 2.527
F 2.217826 1.580316 3.701330 0.763 -1.968 -1.984
F 3.833348 0.814792 2.252123 -2.764 -0.593 1.409
```
Positions in Å, forces in eV/Å.

Table of natural (NBO) atomic charges, one value per atom, all in e: 0.26, -0.36, 0.55, -0.34, 0.11, 1.06, 0.26, -0.30, 0.28, 0.02, 0.02, -0.84, 0.23, 0.17, 0.22, -0.23, -0.34, -0.24, -0.26, 0.05, 0.17, 0.28, 0.27, 0.02, -0.26, 0.04, 0.02, 0.27, 0.28, 0.26, 0.27, 0.21, -0.30, 0.73, -0.30, -0.31

=====

Record 4
Entry from the OMol25 dataset: a structure of composition C11H14BN7OPt (ωB97M-V/def2-TZVPD).

Molecular weight, g/mol: 466.171
Energy, hartree: -1029.54959
Total charge: +2
2S+1: 3
Strongest force on any atom, Eh/bohr: 0.1045

```
35
Properties=species:S:1:pos:R:3:forces:R:3
C 3.041142 0.219846 -0.206885 0.565 0.012 -0.195
N 1.786729 0.191162 -0.700254 -0.169 -0.363 -0.171
N 1.868012 0.024774 -2.049980 -0.007 -0.146 -0.142
C 3.154141 -0.067222 -2.418476 -0.453 0.112 0.996
C 3.934717 0.049454 -1.277520 -0.633 0.064 0.422
B 0.645709 0.160299 -2.975199 -0.205 0.197 0.713
N -0.315206 -0.981753 -2.579597 -0.259 0.039 -0.160
N -0.917335 -1.033718 -1.358826 1.624 1.140 0.594
C -1.845661 -2.014394 -1.384501 -0.359 -0.258 -0.448
C -1.827091 -2.586552 -2.664350 0.073 0.395 0.797
C -0.854310 -1.898880 -3.384433 -0.081 0.110 0.641
Pt -0.105261 0.120338 0.240998 -0.296 -2.483 -2.530
N -0.060441 1.463885 -2.502235 0.306 -0.126 0.026
N -0.462212 1.632118 -1.218035 -0.664 0.456 0.303
C -1.041392 2.842390 -1.091833 0.347 0.226 -0.413
C -1.001529 3.437311 -2.349925 -0.734 1.211 0.611
C -0.389152 2.555362 -3.204769 0.539 -1.121 -0.097
H -1.429373 3.196440 -0.132122 0.201 -0.141 -0.553
H -0.139224 2.555766 -4.263195 -0.256 0.320 0.280
H -1.379311 4.405422 -2.625718 -0.115 0.065 0.102
H 0.922845 0.181239 -4.151430 -0.113 -0.088 0.574
H -0.503218 -1.981980 -4.404022 -0.158 -0.092 0.093
H 3.397041 -0.200146 -3.458546 0.121 0.054 -0.028
H -2.426604 -3.384368 -3.028692 -0.393 -0.389 -0.064
H 4.999260 0.006914 -1.244014 0.391 0.071 0.197
H -2.507105 -2.203583 -0.530041 0.522 -0.015 -0.468
H 3.258610 0.418738 0.844692 -0.219 -0.294 -0.446
H -2.052442 -0.787022 1.675408 -0.287 0.029 -0.084
C -2.186933 -1.584989 2.432900 0.139 -0.358 0.354
H -3.022103 -2.254383 2.199549 0.216 0.313 -0.320
H -1.272367 -2.174253 2.513794 -0.041 -0.044 -0.020
H -2.403342 -1.137293 3.404442 0.107 0.203 -0.179
O 0.224118 0.140903 4.411817 0.511 0.343 -4.603
C 0.358743 0.255841 3.214505 -0.480 -0.352 5.342
N 0.550444 0.432235 2.040294 0.260 0.909 -1.124
```
Positions in Å, forces in eV/Å.

Table of natural (NBO) atomic charges, one value per atom, all in e: 0.02, -0.26, -0.33, 0.08, -0.29, 0.52, -0.32, -0.30, 0.01, -0.28, 0.10, 1.44, -0.32, -0.28, 0.01, -0.28, 0.09, 0.26, 0.27, 0.28, 0.03, 0.27, 0.27, 0.28, 0.28, 0.26, 0.26, 0.13, -0.84, 0.26, 0.22, 0.26, -0.29, 0.82, -0.62

=====

Record 5
Entry from the OMol25 dataset: a structure of composition C11H14BN7PdSe (ωB97M-V/def2-TZVPD).

Molecular weight, g/mol: 440.474
Energy, hartree: -3364.35136
Total charge: +2
2S+1: 3
Strongest force on any atom, Eh/bohr: 0.0770

```
35
Properties=species:S:1:pos:R:3:forces:R:3
C 2.031628 -0.051823 2.378541 0.769 0.315 -0.397
N 1.318115 -0.218037 1.262239 -0.965 -0.072 -1.234
N 2.172745 -0.291503 0.176165 -0.773 0.094 0.488
C 3.437532 -0.156171 0.627009 -1.402 0.063 0.792
C 3.393078 -0.003158 2.016801 -0.896 -0.100 -0.203
B 1.613285 -0.290342 -1.288894 -0.743 0.051 0.108
N 0.488316 -1.376846 -1.435660 -0.724 0.384 0.808
N -0.561798 -1.384100 -0.529189 0.822 -0.365 -0.744
C -1.420421 -2.353477 -0.886189 0.480 0.347 -0.640
C -0.951303 -2.949603 -2.069628 -0.006 0.179 0.240
C 0.236993 -2.296571 -2.389501 -0.290 0.197 1.059
Pd -0.745673 0.095439 0.973756 3.076 -1.031 -0.658
N 0.854363 1.069940 -1.413276 -0.899 -0.004 0.573
N -0.137626 1.367045 -0.500444 0.794 0.819 -1.248
C -0.665483 2.571290 -0.816735 0.779 -0.734 -0.800
C -0.023229 3.028388 -1.976486 0.003 -0.548 0.532
C 0.914994 2.055901 -2.320542 -0.633 0.015 1.125
H -1.457038 2.994618 -0.220544 0.021 0.137 -0.070
H 1.636031 2.002038 -3.109747 0.140 0.082 -0.248
H -0.195783 3.940448 -2.488451 -0.157 0.551 -0.249
H 2.467591 -0.408605 -2.112634 -0.071 0.018 0.170
H 0.937344 -2.423878 -3.199383 -0.059 -0.118 -0.003
H 4.246152 -0.148000 -0.077752 0.226 -0.123 -0.024
H -1.402287 -3.753500 -2.625334 -0.056 -0.001 0.073
H 4.213136 0.153437 2.680198 0.308 -0.077 0.226
H -2.312375 -2.530502 -0.293475 0.197 -0.111 -0.258
H 1.521135 0.042999 3.329833 0.383 -0.005 -0.162
H -2.391518 0.667597 0.475733 -0.589 0.282 -0.393
C -3.438634 0.290644 0.743106 0.417 -0.509 0.527
H -3.974980 0.145311 -0.194125 0.300 0.167 -0.032
H -3.379541 -0.654663 1.287665 -0.140 0.121 -0.056
H -3.874617 1.061680 1.377023 0.098 -0.009 -0.139
Se -2.064903 -0.482825 5.619696 -0.252 -0.148 0.649
C -1.466099 -0.021371 4.028381 1.532 1.071 -3.271
N -1.019130 0.308199 2.971844 -1.690 -0.938 3.458
```
Positions in Å, forces in eV/Å.

Table of natural (NBO) atomic charges, one value per atom, all in e: 0.02, -0.21, -0.31, 0.08, -0.30, 0.53, -0.32, -0.31, 0.00, -0.31, 0.06, 1.24, -0.31, -0.30, 0.00, -0.30, 0.06, 0.24, 0.26, 0.27, 0.02, 0.26, 0.27, 0.27, 0.27, 0.24, 0.24, 0.10, -0.73, 0.28, 0.23, 0.27, 0.64, 0.08, -0.53

=====

Record 6
Entry from the OMol25 dataset: a structure of composition C11H14ClI2NOOsP (ωB97M-V/def2-TZVPD).

Molecular weight, g/mol: 686.704
Energy, hartree: -2043.92472
Total charge: +3
2S+1: 5
Strongest force on any atom, Eh/bohr: 0.1439
ΔE to the lowest compared entry with this formula, charge and spin, kcal/mol: 53.6

```
32
Properties=species:S:1:pos:R:3:forces:R:3
I 1.596717 4.382588 -1.729268 -0.343 1.273 -0.379
I 3.570848 2.969167 -1.097594 1.843 0.484 0.212
Os -0.433714 -0.331145 0.168827 -3.471 -2.441 4.259
P -0.249204 -1.752520 -1.500485 1.475 -2.251 -4.974
C 0.705434 -0.921235 -2.801315 0.409 0.089 0.206
C 0.713211 -3.263782 -1.292081 0.028 -0.824 1.806
H -2.562491 -2.562958 -1.751106 0.943 0.747 -0.826
H -1.742176 -2.346011 -3.363478 0.360 -0.123 0.040
H -2.263905 -0.910956 -2.441733 0.261 -0.776 -0.010
C -1.823230 -1.938923 -2.356592 -2.091 -0.060 1.483
H 0.218430 -3.970184 -0.567013 0.501 0.646 -0.736
H 0.925640 -3.795689 -2.223359 -0.363 0.294 -0.112
H 0.766736 -1.557709 -3.671310 0.064 -0.144 -0.323
H 1.724289 -0.711662 -2.426943 -0.398 -0.171 -0.375
H 1.699558 -2.974905 -0.860229 -0.618 -0.161 -0.193
H 0.210265 0.017389 -3.064743 0.116 -0.193 -0.213
C 0.604625 0.833854 -0.726822 4.142 4.839 -3.770
O 1.286727 1.543441 -1.376449 -3.231 -3.282 2.347
Cl -1.475473 -2.006186 1.400917 -0.119 -0.300 -0.634
N -0.506840 0.401035 1.989626 0.459 2.789 -0.091
C -0.482422 1.466764 2.486122 0.092 -1.497 2.748
C -0.438200 2.300233 3.599403 -0.080 1.275 0.359
C 0.406778 3.434497 3.603936 -0.341 0.237 0.726
C 0.457952 4.231524 4.746399 -0.015 -0.089 -0.856
C -0.356796 3.955438 5.847583 -0.040 -0.321 0.493
C -1.155362 2.791328 5.884962 0.877 0.408 -1.755
C -1.218423 1.979295 4.754503 -0.035 0.410 0.154
H 0.973846 3.665832 2.713072 0.139 0.126 0.118
H 1.097141 5.106867 4.744099 -0.064 -0.074 0.084
H -0.355897 4.644123 6.712526 0.028 -0.504 -0.587
H -1.728771 2.567113 6.742503 -0.569 -0.252 0.729
H -1.892932 1.137254 4.722095 0.040 -0.155 0.069
```
Positions in Å, forces in eV/Å.

Table of natural (NBO) atomic charges, one value per atom, all in e: 0.51, 0.53, 0.86, 1.09, -0.95, -0.96, 0.30, 0.31, 0.27, -0.97, 0.29, 0.30, 0.28, 0.24, 0.27, 0.24, 0.50, -0.47, -0.05, -0.56, 0.61, -0.27, -0.10, -0.19, -0.05, -0.19, -0.08, 0.22, 0.26, 0.27, 0.27, 0.25